The following is a quantum chemistry calculation of one molecule with the formula C17H14N2O, from OMol25.

Cartesian coordinates (Å):
1 H -3.203 0.599 1.128
2 C -3.302 -0.462 1.309
3 C 2.844 -0.799 0.893
4 C 1.463 -0.564 0.896
5 C 1.738 1.267 -0.654
6 N -3.946 -0.796 2.410
7 C 3.140 1.030 -0.648
8 C 2.085 3.072 -2.227
9 H 5.046 1.649 -1.420
10 H 3.245 -1.603 1.493
11 C -3.047 -2.746 0.668
12 C -2.799 -1.399 0.402
13 C -3.726 -3.091 1.822
14 H 0.827 -1.194 1.504
15 C -1.199 -0.057 -1.006
16 O -0.854 0.161 -2.145
17 H -3.927 -4.124 2.056
18 H 0.181 2.491 -1.516
19 C 3.668 -0.014 0.140
20 H 4.735 -0.183 0.131
21 H -2.706 -3.503 -0.025
22 H 4.118 3.457 -2.816
23 H 1.687 3.861 -2.848
24 N -2.125 -1.038 -0.764
25 C -4.145 -2.076 2.670
26 C 3.468 2.842 -2.211
27 C 3.982 1.841 -1.438
28 C 1.243 2.308 -1.468
29 H -0.846 1.694 0.170
30 C 0.907 0.447 0.154
31 H -0.971 0.203 1.125
32 H -2.315 -1.614 -1.577
33 C -0.590 0.634 0.202
34 H -4.674 -2.290 3.588

Values from the calculation:
SMILES string   O=C(Cc1cccc2ccccc12)Nc1cccnc1
E_LUMO   0.0226 hartree
HOMO-LUMO gap   8.70 eV
Energy above the lowest of the compared OMol25 structures with the same formula, charge and spin   0.00 kcal per mole
E_tot   -840.9923 Eh

Atomic partial charges in e from the natural (NBO) method, atoms 1 to 2:
1 H 0.1977
2 C 0.0007